Entry 1:
Computed, not measured: one molecule with the formula C4H6N2O, with ωB97M-V/def2-TZVPD.

As for the energy: -9272.2548 eV. The highest occupied orbital energy is -0.3444 hartree. The value obtained for the max |F| is 0.4 eV/Å. The value obtained for the gap between HOMO and LUMO is 10.05 eV. For the molar mass, the calculation gives 98.1 g/mol. The relative energy (zero: lowest compared OMol25 entry of this formula, charge and spin) is 120.3 kJ/mol. Its SMILES is N[C@@H]1C=CC(O)=N1. The value obtained for the LUMO energy is 0.0248 hartree.

Each line ends with the natural charge from an NBO analysis.
CARTESIAN COORDINATES (ANGSTROEM)
N: -2.20 -0.30 0.00  -0.8169
C: -0.85 -0.11 0.48  0.0349
C: -0.20 1.16 -0.01  -0.1362
C: 1.07 0.87 -0.30  -0.3302
C: 1.20 -0.59 -0.09  0.5045
O: 2.35 -1.27 -0.28  -0.6453
N: 0.12 -1.18 0.27  -0.4758
H: -2.21 -0.49 -1.00  0.3598
H: -2.60 -1.12 0.45  0.3670
H: -0.92 0.00 1.57  0.2116
H: -0.69 2.13 -0.02  0.2260
H: 1.87 1.54 -0.60  0.2202
H: 3.06 -0.64 -0.47  0.4805

***

Entry 2:
Computed, not measured: an isolated ion of composition C4H7N2 and charge +1 at a distorted geometry, with ωB97M-V/def2-TZVPD.

As for the energy: -7229.3798 eV. The highest occupied orbital energy is -0.5716 hartree. The value obtained for the max |F| is 5.8 eV/Å. The value obtained for the gap between HOMO and LUMO is 10.46 eV. The total charge is +1. For the molar mass, the calculation gives 83.1 g/mol. The relative energy (zero: lowest compared OMol25 entry of this formula, charge and spin) is 613.5 kJ/mol. Its SMILES is CC/C=[N+]1C=N/1. The value obtained for the LUMO energy is -0.1873 hartree.

Each line ends with the natural charge from an NBO analysis.
CARTESIAN COORDINATES (ANGSTROEM)
C: -0.46 -1.30 1.47  -0.5821
C: 0.03 -0.97 -0.02  -0.5405
C: 0.54 0.36 -0.13  0.2320
N: 0.13 1.25 -0.90  -0.1898
C: 0.10 2.45 -1.65  0.3319
N: -0.87 1.68 -1.86  -0.0293
H: -1.35 -0.65 1.57  0.2236
H: -0.83 -2.41 1.46  0.2480
H: 0.45 -1.23 2.17  0.2337
H: 0.81 -1.80 0.00  0.2925
H: -0.86 -1.29 -0.58  0.2651
H: 1.63 0.66 0.29  0.2577
H: 0.69 3.23 -1.83  0.2571

***

Entry 3:
Computed, not measured: C35H80B3N7O17 as an isolated structure at a distorted geometry, with ωB97M-V/def2-TZVPD.

As for the energy: -84864.7751 eV. The highest occupied orbital energy is -0.3136 hartree. The value obtained for the max |F| is 2.8 eV/Å. The value obtained for the gap between HOMO and LUMO is 8.91 eV. For the molar mass, the calculation gives 903.5 g/mol. The value obtained for the LUMO energy is 0.0137 hartree.

Each line ends with the Mulliken charge.
CARTESIAN COORDINATES (ANGSTROEM)
C: 0.03 0.46 1.73  -1.0685
C: 0.90 0.51 3.05  0.5860
C: 2.41 0.21 2.76  -0.7677
C: 0.64 1.80 3.89  0.2305
C: 1.49 1.77 5.21  -1.7148
C: 0.76 3.13 3.10  -0.4763
O: 1.90 3.20 2.23  -0.8085
B: 1.55 3.40 0.90  1.3688
O: 2.18 2.58 -0.10  0.2312
B: 2.85 3.49 -0.96  0.1149
C: 4.31 3.06 -1.48  -0.6120
O: 5.23 4.17 -1.37  -0.2512
C: 6.55 3.70 -1.63  -0.4513
O: 7.29 4.56 -2.46  -0.3140
C: 7.07 5.92 -2.09  -0.1971
C: 8.28 6.75 -2.69  -0.4602
O: 8.83 6.13 -3.86  -0.5280
O: 2.32 4.74 -1.34  -0.7605
B: 1.17 5.11 -0.59  0.3722
C: 0.47 6.55 -0.88  -0.3656
O: 1.51 7.40 -1.39  -0.3298
C: 1.08 8.76 -1.41  -0.1550
O: 1.83 9.52 -0.51  -0.3513
C: 1.30 9.41 0.81  0.8305
C: 2.22 10.14 1.86  -0.6759
O: 3.38 10.72 1.27  -0.5338
O: 0.59 4.32 0.43  -0.5139
H: -0.19 -0.62 1.58  0.3488
H: 0.60 0.77 0.83  0.0817
H: -0.95 0.96 1.86  0.0094
H: 0.54 -0.35 3.66  0.5886
H: 2.98 -0.09 3.66  0.4491
H: 2.93 1.01 2.20  0.1197
H: 2.43 -0.69 2.10  -0.1721
H: -0.42 1.73 4.23  0.3548
H: 2.57 1.92 5.02  0.3166
H: 1.32 0.79 5.70  0.3730
H: 1.07 2.53 5.91  0.4812
H: 0.87 3.96 3.84  0.3828
H: -0.21 3.33 2.59  0.1164
H: 4.68 2.23 -0.86  0.3670
H: 4.25 2.79 -2.57  0.3817
H: 7.12 3.58 -0.68  0.2933
H: 6.46 2.71 -2.14  0.3845
H: 6.16 6.31 -2.59  0.2065
H: 7.06 6.06 -0.99  0.2746
H: 7.96 7.77 -2.98  0.2712
H: 9.12 6.82 -1.97  0.2886
H: 8.12 5.97 -4.48  0.3055
H: -0.03 6.94 0.03  0.3491
H: -0.31 6.38 -1.66  0.1812
H: 1.27 9.18 -2.42  0.2730
H: -0.02 8.86 -1.22  0.0705
H: 1.28 8.33 1.09  -0.1079
H: 0.27 9.82 0.87  -0.1908
H: 1.60 10.91 2.37  0.3339
H: 2.54 9.42 2.65  0.2734
H: 4.01 10.02 1.13  0.3144
C: 0.96 -3.72 -0.20  -0.1222
O: 0.60 -2.89 0.61  -0.4927
N: 2.11 -3.67 -0.91  0.2884
C: 2.49 -4.69 -1.86  -0.7752
C: 3.01 -2.54 -0.69  -0.8366
H: 0.35 -4.60 -0.43  0.3881
H: 3.44 -5.14 -1.56  0.3267
H: 2.60 -4.23 -2.85  0.3511
H: 1.73 -5.47 -1.92  0.1713
H: 3.31 -2.50 0.36  0.1801
H: 2.49 -1.61 -0.93  0.3077
H: 3.89 -2.63 -1.33  0.3466
C: -1.01 -7.36 -1.68  -0.0277
O: -0.22 -6.44 -1.59  -0.5980
N: -2.25 -7.36 -1.15  0.2094
C: -3.15 -8.50 -1.31  -0.4732
C: -2.71 -6.20 -0.41  -0.5848
H: -0.77 -8.28 -2.22  0.2770
H: -4.05 -8.17 -1.82  0.2343
H: -3.41 -8.88 -0.32  0.2861
H: -2.68 -9.29 -1.88  0.0733
H: -2.68 -5.32 -1.06  0.2664
H: -2.04 -6.03 0.44  0.2615
H: -3.72 -6.36 -0.05  0.0167
C: 3.65 -3.58 4.11  -0.0346
O: 3.61 -2.45 3.67  -0.5143
N: 3.12 -4.69 3.55  0.2341
C: 3.24 -5.99 4.16  -0.9384
C: 2.40 -4.58 2.28  -0.8567
H: 4.18 -3.81 5.06  0.2681
H: 3.77 -6.67 3.48  0.3219
H: 2.24 -6.39 4.37  0.3245
H: 3.80 -5.92 5.10  0.3016
H: 3.08 -4.18 1.52  0.1292
H: 1.56 -3.91 2.39  0.2811
H: 2.05 -5.57 1.97  0.4154
C: -3.56 1.15 0.68  0.1329
O: -3.00 1.27 1.75  -0.6752
N: -4.28 2.13 0.08  0.1420
C: -4.93 1.93 -1.20  -0.9376
C: -4.41 3.42 0.73  -0.8454
H: -3.53 0.22 0.10  0.3147
H: -4.54 2.65 -1.93  0.3350
H: -6.01 2.08 -1.10  0.3408
H: -4.75 0.92 -1.57  0.2958
H: -3.41 3.85 0.88  0.1869
H: -4.87 3.28 1.71  0.2909
H: -5.01 4.09 0.13  0.3912
C: -2.67 -12.12 -3.34  0.1228
O: -3.06 -11.25 -2.59  -0.6084
N: -1.60 -12.92 -3.10  0.1091
C: -1.18 -13.94 -4.03  -0.9263
C: -0.85 -12.73 -1.87  -0.8616
H: -3.16 -12.34 -4.30  0.2700
H: -1.22 -14.92 -3.54  0.3397
H: -0.16 -13.74 -4.36  0.3437
H: -1.83 -13.96 -4.90  0.2884
H: -1.52 -12.88 -1.01  0.2944
H: -0.46 -11.71 -1.83  0.2272
H: -0.03 -13.44 -1.82  0.3704
C: -6.15 -6.59 0.08  0.0996
O: -5.49 -6.59 1.09  -0.6608
N: -7.33 -7.25 -0.08  0.1239
C: -8.07 -7.21 -1.32  -0.9504
C: -7.85 -8.02 1.03  -0.9528
H: -5.84 -6.04 -0.83  0.3363
H: -9.06 -6.78 -1.14  0.3588
H: -8.18 -8.22 -1.72  0.3411
H: -7.56 -6.59 -2.06  0.3148
H: -8.01 -7.36 1.89  0.2988
H: -7.13 -8.79 1.31  0.2933
H: -8.79 -8.49 0.76  0.3882
C: -2.42 10.30 -0.17  0.1840
O: -1.86 10.49 0.89  -0.6807
N: -3.16 11.22 -0.82  0.0973
C: -3.81 10.93 -2.09  -0.9634
C: -3.33 12.54 -0.23  -0.9558
H: -2.36 9.34 -0.70  0.2572
H: -3.43 11.62 -2.85  0.3507
H: -4.89 11.05 -1.98  0.3565
H: -3.59 9.91 -2.40  0.3136
H: -2.35 13.00 -0.11  0.2958
H: -3.79 12.44 0.75  0.2966
H: -3.95 13.16 -0.87  0.3910

***

Entry 4:
Computed, not measured: C27H66LiN3O19P as an isolated structure at a distorted geometry, with ωB97M-V/def2-TZVPD.

As for the energy: -81916.8242 eV. The highest occupied orbital energy is -0.2912 hartree. The value obtained for the max |F| is 17.4 eV/Å. The value obtained for the gap between HOMO and LUMO is 5.14 eV. The total charge is +1. For the molar mass, the calculation gives 774.7 g/mol. The relative energy (zero: lowest compared OMol25 entry of this formula, charge and spin) is 345.8 kJ/mol. The value obtained for the LUMO energy is -0.1024 hartree.

Each line ends with the Mulliken charge.
CARTESIAN COORDINATES (ANGSTROEM)
C: 4.47 0.37 0.13  -0.8337
N: 4.31 -1.03 -0.49  0.3822
C: 3.94 -0.80 -1.98  -0.9120
C: 5.49 -1.87 -0.23  -1.2214
C: 3.14 -1.71 0.20  -1.5135
C: 3.20 -1.69 1.69  -0.1100
O: 2.00 -2.48 2.11  -0.6255
H: 5.18 1.10 -0.54  0.2602
H: 4.77 0.27 1.21  0.4924
H: 3.44 0.52 0.22  0.3648
H: 3.22 -1.57 -2.41  0.0285
H: 4.72 -0.66 -2.65  0.5450
H: 3.26 0.00 -1.88  0.4494
H: 5.47 -2.64 -0.77  0.6291
H: 5.63 -2.07 0.88  0.2922
H: 6.35 -1.41 -0.36  0.5074
H: 3.04 -2.52 -0.21  1.8177
H: 2.22 -1.28 -0.45  -0.2586
H: 2.92 -0.66 1.94  0.2527
H: 4.20 -1.96 2.20  0.0717
H: 1.19 -2.11 1.70  0.2619
C: -1.02 1.64 -4.94  -0.6158
N: -0.36 0.49 -4.27  0.2249
C: 0.69 1.02 -3.42  -0.2374
C: -1.44 -0.16 -3.37  0.1539
C: 0.04 -0.52 -5.32  -0.9623
C: 1.06 -1.52 -4.71  -0.0919
O: 1.50 -2.43 -5.77  -0.5931
H: -1.78 1.41 -5.86  0.2857
H: -0.36 2.28 -5.37  0.4625
H: -1.63 2.09 -4.07  0.1951
H: 1.71 1.20 -4.02  0.1976
H: 1.07 0.23 -2.71  -0.1773
H: 0.19 1.83 -2.82  0.2421
H: -2.22 -0.62 -4.05  0.4035
H: -1.69 0.69 -2.63  -0.3598
H: -0.89 -0.83 -2.66  -0.3825
H: 0.66 -0.07 -5.99  0.5003
H: -0.84 -0.89 -5.82  0.5350
H: 0.72 -2.11 -3.71  -0.0428
H: 1.95 -1.17 -4.36  0.4216
H: 2.07 -2.97 -5.16  0.3653
C: 1.17 -4.28 -2.05  -0.4556
N: -0.10 -4.62 -1.22  0.5260
C: -0.65 -5.79 -1.80  -1.1703
C: 0.32 -4.74 0.28  -1.7774
C: -1.03 -3.47 -1.38  0.5726
C: -2.30 -3.42 -0.49  -0.4029
O: -3.05 -2.28 -0.95  -0.4783
H: 2.06 -4.77 -1.68  0.5011
H: 1.52 -3.37 -1.93  -0.0531
H: 1.00 -4.75 -3.20  0.1920
H: -1.26 -6.06 -0.97  0.4670
H: 0.27 -6.51 -1.83  0.4074
H: -1.07 -5.89 -2.69  0.4107
H: 0.72 -3.80 0.44  0.9997
H: 1.00 -5.41 0.76  0.4321
H: -0.45 -4.97 0.98  0.4579
H: -1.10 -3.25 -2.44  0.4574
H: -0.32 -2.65 -1.11  -0.7238
H: -1.90 -3.46 0.52  0.1152
H: -2.89 -4.34 -0.64  0.3899
H: -2.74 -1.74 -0.45  0.1257
Li: -2.72 0.68 1.51  0.6359
P: -0.50 -0.17 0.54  0.0277
O: -0.91 0.79 1.54  -0.3249
O: -2.02 -0.37 0.21  -0.8319
O: 0.09 -1.48 1.01  0.1199
O: 0.08 0.37 -0.72  -0.4008
C: -1.57 -1.88 3.41  0.2928
O: -2.35 -1.56 4.52  -0.4219
C: -3.31 -0.57 4.44  0.7243
O: -3.56 0.03 3.41  -0.7213
O: -3.93 -0.39 5.58  -0.3482
C: -5.02 0.51 5.64  -0.7151
H: -0.95 -1.03 3.33  -0.1246
H: -2.28 -2.03 2.48  0.0374
H: -0.99 -2.83 3.45  0.0943
H: -5.37 0.68 4.70  0.2491
H: -4.58 1.48 5.88  0.3243
H: -5.86 0.30 6.28  0.3139
C: -0.37 3.64 0.29  1.1075
O: -0.12 5.05 0.03  -0.4091
C: -0.27 5.55 -1.21  0.6903
O: -0.59 4.86 -2.22  -0.5402
O: -0.25 6.88 -1.38  -0.3370
C: -0.09 7.39 -2.64  -0.6157
H: -1.43 3.49 0.78  0.0632
H: 0.42 3.25 0.93  -0.0388
H: -0.43 2.97 -0.57  -0.7412
H: -0.02 8.46 -2.67  0.2875
H: -0.89 7.06 -3.36  0.2442
H: 0.89 7.17 -3.22  0.2507
C: 4.59 1.77 6.96  -0.7454
O: 3.33 1.67 6.42  -0.3618
C: 2.96 1.56 5.19  0.7785
O: 3.81 1.39 4.26  -0.6332
O: 1.66 1.80 5.02  -0.2987
C: 1.05 1.77 3.73  -0.2498
H: 4.41 2.14 7.93  0.2962
H: 5.08 2.57 6.44  0.3365
H: 5.19 0.93 7.08  0.3111
H: 1.23 0.84 2.98  -0.0795
H: 1.39 2.59 3.02  0.1544
H: -0.02 1.70 3.59  0.2720
C: -3.30 2.55 -1.22  -0.1125
O: -4.59 2.77 -0.70  -0.4843
C: -4.82 2.88 0.66  0.7919
O: -3.86 2.62 1.45  -0.6538
O: -6.00 3.14 1.10  -0.3995
C: -6.29 3.37 2.47  -0.7139
H: -3.40 2.30 -2.18  0.4442
H: -2.72 1.87 -0.55  -0.0754
H: -2.56 3.40 -1.23  0.2138
H: -7.21 3.87 2.48  0.2518
H: -5.62 4.05 3.02  0.2638
H: -6.21 2.39 2.68  0.4025

***

Entry 5:
Computed, not measured: a 2-piece molecular cluster, C7H9N3 overall at a distorted geometry, with ωB97M-V/def2-TZVPD.

As for the energy: -11870.3425 eV. The highest occupied orbital energy is -0.3062 hartree. The value obtained for the max |F| is 5.4 eV/Å. The value obtained for the gap between HOMO and LUMO is 8.51 eV. For the molar mass, the calculation gives 135.2 g/mol. The relative energy (zero: lowest compared OMol25 entry of this formula, charge and spin) is 496.7 kJ/mol. Its SMILES is Cn1cccn1.C=C=C=N. The value obtained for the LUMO energy is 0.0065 hartree.

Each line ends with the natural charge from an NBO analysis.
CARTESIAN COORDINATES (ANGSTROEM)
C: 0.78 -1.08 1.24  -0.4328
N: 0.36 0.22 0.98  -0.2006
C: -0.65 0.90 1.61  -0.0134
C: -0.78 2.14 1.03  -0.3504
C: 0.18 2.07 -0.06  -0.0490
N: 0.83 0.93 -0.05  -0.2610
H: 0.37 -1.82 0.44  0.2192
H: 1.84 -1.30 1.36  0.2211
H: 0.62 -1.45 2.33  0.2260
H: -1.21 0.37 2.31  0.2093
H: -1.60 2.69 1.32  0.2235
H: 0.54 2.92 -0.56  0.2051
C: 1.27 -1.14 -2.23  -0.2953
C: 0.02 -1.00 -1.92  -0.2186
C: -1.09 -0.85 -1.30  0.3706
N: -2.14 -0.69 -0.71  -0.6309
H: 1.67 -0.99 -3.27  0.2060
H: 1.99 -1.26 -1.45  0.2008
H: -2.99 -0.66 -1.08  0.3704

***

Entry 6:
Computed, not measured: an isolated ion of composition C5H12NO and charge +1 at a distorted geometry, with ωB97M-V/def2-TZVPD.

As for the energy: -8909.7863 eV. The highest occupied orbital energy is -0.5590 hartree. The value obtained for the max |F| is 2.2 eV/Å. The value obtained for the gap between HOMO and LUMO is 11.17 eV. The total charge is +1. For the molar mass, the calculation gives 102.2 g/mol. The relative energy (zero: lowest compared OMol25 entry of this formula, charge and spin) is 81.3 kJ/mol. Its SMILES is CC(C)[C@@H]([NH3+])C=O. The value obtained for the LUMO energy is -0.1484 hartree.

Each line ends with the natural charge from an NBO analysis.
CARTESIAN COORDINATES (ANGSTROEM)
C: 0.94 1.59 0.33  -0.6108
C: 0.82 0.11 -0.09  -0.2520
C: 0.94 -0.06 -1.61  -0.6240
C: -0.35 -0.50 0.61  -0.1496
N: -1.70 0.17 0.63  -0.6944
C: -0.67 -2.01 0.31  0.4454
O: -1.78 -2.38 0.61  -0.4886
H: 1.87 2.04 0.02  0.2537
H: 0.04 2.13 -0.14  0.1907
H: 0.97 1.65 1.44  0.2231
H: 1.73 -0.45 0.26  0.2435
H: 0.91 -1.05 -2.04  0.2320
H: 0.20 0.63 -2.04  0.2011
H: 1.90 0.40 -1.90  0.2450
H: -0.10 -0.58 1.70  0.2485
H: -1.74 0.82 1.40  0.4492
H: -2.31 -0.67 0.63  0.4707
H: -1.86 0.76 -0.19  0.4395
H: 0.19 -2.61 0.08  0.1770

***

Entry 7:
Computed, not measured: a 3-piece molecular cluster, C5H13NO3S overall at a distorted geometry, with ωB97M-V/def2-TZVPD.

As for the energy: -23860.6228 eV. The highest occupied orbital energy is -0.3371 hartree. The value obtained for the max |F| is 6.1 eV/Å. The value obtained for the gap between HOMO and LUMO is 9.41 eV. For the molar mass, the calculation gives 167.2 g/mol. The relative energy (zero: lowest compared OMol25 entry of this formula, charge and spin) is 241.3 kJ/mol. The value obtained for the LUMO energy is 0.0086 hartree.

Each line ends with the natural charge from an NBO analysis.
CARTESIAN COORDINATES (ANGSTROEM)
C: 1.06 -1.06 0.26  -0.4415
C: -0.28 -1.23 2.25  -0.4155
C: -1.06 -2.37 0.10  -0.4186
C: 1.37 3.25 -1.49  -0.8268
C: -1.16 1.65 -0.81  0.6454
N: -0.33 -1.24 0.68  -0.4835
O: -1.58 1.15 0.32  -0.7075
O: 1.81 0.91 -2.08  -0.9337
O: -0.87 0.96 -1.76  -0.6372
S: 1.26 2.14 -2.63  1.2766
H: 1.58 -2.04 0.13  0.1712
H: 1.10 -0.54 -0.82  0.2592
H: 1.64 -0.53 0.89  0.1934
H: 0.44 -0.42 2.47  0.2068
H: -1.25 -0.86 2.57  0.1974
H: -0.14 -2.16 2.75  0.1929
H: -1.66 -2.09 -0.83  0.2163
H: -0.47 -3.28 -0.05  0.1881
H: -1.81 -2.68 0.86  0.1981
H: 1.53 3.23 -0.40  0.2458
H: 1.06 4.26 -1.82  0.2223
H: -0.92 2.80 -0.92  0.1268
H: -1.31 0.15 0.33  0.5239

***

Entry 8:
Computed, not measured: a 2-piece molecular cluster, C2H4O2 overall, with ωB97M-V/def2-TZVPD.

As for the energy: -6231.9173 eV. The highest occupied orbital energy is -0.3783 hartree. The value obtained for the max |F| is 0.6 eV/Å. The value obtained for the gap between HOMO and LUMO is 10.94 eV. For the molar mass, the calculation gives 60.1 g/mol. The relative energy (zero: lowest compared OMol25 entry of this formula, charge and spin) is 230.6 kJ/mol. Its SMILES is C=O.C=O. The value obtained for the LUMO energy is 0.0238 hartree.

Each line ends with the natural charge from an NBO analysis.
CARTESIAN COORDINATES (ANGSTROEM)
C: -1.69 -0.50 -0.34  0.2744
O: -1.24 -1.25 -1.17  -0.4998
H: -2.76 -0.54 -0.09  0.1107
H: -1.03 0.15 0.24  0.1145
C: 1.61 0.35 0.52  0.2609
O: 1.32 1.42 0.96  -0.5018
H: 1.36 0.09 -0.51  0.1258
H: 2.10 -0.38 1.19  0.1154